240
Properties=species:S:1:pos:R:3 method="wB97M-V/def2-TZVPD" smiles="COP(=O)(OC)OC.COP(=O)(OC)OC.COP(=O)(OC)OC.COP(=O)(OC)OC.COP(=O)(OC)OC.COP(=O)(OC)OC.COCCOCCOC.COCCOCCOC.COCCOCCOC.COCCOCCOC.COCCOCCOC.COCCOCCOC" gap_ev=9.4 charge=0
H -4.358 5.048 -4.515
H 0.936 -1.418 5.897
H 1.286 -3.721 4.557
H 0.931 -0.460 -2.750
P -3.760 -0.548 -5.201
H 7.463 -2.953 6.235
O 9.488 2.343 -0.595
H -4.395 -2.463 -1.559
O -4.781 -1.733 0.924
C 2.163 2.882 5.484
H -1.323 -2.758 -5.607
H 6.516 2.119 6.295
H 0.002 7.035 2.414
O 1.521 2.646 -4.732
H -8.043 3.051 -0.841
H -2.266 -2.584 5.429
H -3.211 11.461 7.003
C 2.885 3.885 3.393
H 5.004 0.906 -2.812
O -0.876 -5.923 0.485
H -2.757 -3.635 -4.027
C 1.246 2.383 -3.342
O 2.882 2.771 4.274
H 2.823 -1.476 -4.364
O 6.740 1.070 4.558
P -0.758 -0.035 0.251
P 0.562 3.669 -5.470
C -4.505 -3.528 -1.808
H -2.518 4.108 -3.057
C -3.145 -0.790 -7.823
C -1.619 2.621 -6.208
O -1.589 -1.231 0.072
H 2.742 2.131 -0.422
O 3.754 0.579 -1.220
C 6.166 0.019 -1.196
H 0.245 3.383 4.417
H 1.149 6.235 3.537
C 10.824 2.022 -0.928
H 9.345 1.558 1.225
H -0.067 7.235 4.199
H 2.462 4.820 -3.695
C 2.200 -1.001 -5.107
H -0.225 -9.432 -3.530
O 0.767 -4.961 2.292
H -0.114 -1.515 -1.914
O 6.785 1.258 -0.937
H 2.467 2.016 6.079
H 0.924 -2.876 -6.606
H -1.717 1.787 5.519
C -1.939 -6.780 0.095
H -5.485 4.176 -5.471
O -3.982 -1.975 -4.802
H -2.648 2.549 -5.925
H -2.749 2.421 1.416
C -1.527 -0.179 4.823
H -6.448 -0.882 -4.406
H 0.170 3.152 6.214
O 1.741 -7.077 -2.226
O 0.581 4.926 -4.537
H -0.960 0.384 -3.666
C 1.357 -5.721 1.177
C 1.922 -1.476 5.300
H 2.553 -3.881 2.473
O -3.331 10.023 5.649
C -1.049 1.254 4.819
H -0.032 -7.302 1.720
H -6.569 2.523 -0.079
H -4.145 -0.584 -8.091
C 4.889 0.181 -2.009
C 1.009 0.870 2.035
H -3.435 -4.505 2.441
O -4.947 -0.477 3.156
H 2.580 -2.187 5.770
H -3.229 8.233 2.941
O 1.602 -1.791 3.969
O -3.395 -2.534 2.822
C 6.865 -2.691 5.294
H 1.495 -3.379 -4.971
H -2.158 6.260 2.273
H -2.851 -7.073 -4.261
C -3.287 8.330 4.025
H -5.775 0.534 -3.551
O -2.999 0.395 -4.160
C 0.699 -0.865 -1.762
H -3.426 -1.488 6.033
C 0.226 -6.709 0.884
O -0.702 -3.261 -3.763
H -3.023 -1.862 -7.760
C -2.807 11.266 6.022
H -2.120 0.286 -2.289
H 5.895 -3.093 5.356
H -1.523 3.255 -7.112
H -0.624 -4.367 -5.470
H -7.051 4.210 -0.071
C 4.492 -4.308 -3.445
O 1.054 3.852 -6.813
H -6.296 -1.614 -0.379
H 3.079 4.756 4.025
H 11.530 1.812 -0.132
O -2.869 -0.255 -6.516
O 3.189 -4.727 -3.600
C 5.972 1.406 5.659
H -2.249 -2.301 7.206
C -0.559 -3.322 -5.135
C 7.438 1.408 0.354
H 1.595 -1.326 -1.315
O 0.292 1.426 5.141
C -5.249 4.421 -4.445
O 0.890 -1.432 -5.119
C 1.006 -3.067 3.765
O -1.515 1.346 0.096
P -4.928 3.090 -2.171
H -3.583 10.438 3.686
H 2.395 3.762 6.020
H 4.098 2.557 -1.607
H -1.506 -7.767 -0.190
O 7.047 -0.892 2.729
P 6.444 -0.462 3.974
H 1.890 0.496 1.512
H -4.245 8.082 4.517
H 0.160 2.143 -3.230
H 2.078 -8.886 -2.921
H 1.691 -7.649 -4.147
C -6.139 -3.226 4.092
H 7.106 0.603 1.045
H -1.923 9.973 4.078
H 4.887 -4.110 -4.442
H 0.593 -7.440 0.095
C -2.576 4.282 -1.975
H 2.345 -6.183 1.263
H -2.646 -6.917 0.927
P -4.707 -1.770 2.496
H -2.299 5.333 -1.777
H -1.784 -1.138 -3.278
H -2.509 -6.419 -0.813
O -4.900 3.213 -3.720
H 10.862 1.084 -1.540
C -2.206 -3.758 -1.908
H 1.247 -3.053 1.659
C -0.098 -8.442 -3.081
C 1.477 -3.690 2.472
O -1.513 -0.765 6.141
H 3.155 -0.383 3.079
H 5.072 -5.128 -2.995
H -2.258 -2.704 -1.651
H 3.782 3.711 2.858
C 1.853 5.472 -4.309
H -1.782 -4.950 -3.775
H -0.411 -8.384 -2.050
H 7.296 -3.098 4.395
O -0.684 5.356 3.448
H 1.043 0.828 3.093
C -2.259 -7.784 -3.769
C 1.434 -8.040 -3.156
H -3.629 1.393 0.116
H 2.877 -4.840 -1.513
H 5.841 -0.357 -0.223
C -1.912 -0.045 -3.308
C -5.616 -0.947 0.173
O 6.829 -1.286 5.245
O 0.442 0.218 -0.810
H 2.677 -1.019 -6.090
H -5.503 -4.065 4.477
H 2.208 0.038 -4.837
H -1.355 -4.074 -1.359
O -5.850 -2.816 2.753
H -6.181 -2.391 4.805
O 4.877 -0.635 4.066
H -0.117 -2.930 3.795
C 0.802 -2.752 -5.531
C 4.216 -0.255 2.879
O -3.407 -4.352 -1.568
C 3.758 1.922 -0.777
C -2.397 -1.848 6.218
O -0.858 -7.486 -3.844
O -4.631 1.710 -1.773
H -7.149 -3.661 4.092
H 9.166 0.367 -0.162
H 4.983 1.781 5.368
O -3.953 4.224 -1.585
O -0.138 -0.011 1.690
H 7.094 2.371 0.722
O -2.372 7.454 4.697
C -1.918 -3.924 -3.445
H 4.481 2.049 0.007
H -6.095 4.950 -3.961
H -1.164 1.675 -6.468
H -1.696 11.370 6.086
H 1.294 3.350 -2.817
H -1.283 1.793 3.865
H -4.737 -3.561 -2.862
H -7.010 0.763 -4.892
H -0.994 -0.799 4.123
O -6.350 3.658 -1.844
H 4.663 -0.748 -2.535
H 6.868 -0.637 -1.689
C 0.643 2.800 5.301
H 0.539 -5.503 -1.772
H -2.379 -8.806 -4.129
H -2.324 5.551 5.227
C 8.918 1.381 0.259
C -2.049 5.613 3.181
H -5.046 -0.297 -0.507
H 0.777 -5.716 -3.532
H -2.445 -0.370 -8.509
H 4.429 0.793 2.667
H 2.380 5.524 -5.268
H -1.971 3.539 -1.425
H -2.847 0.695 1.643
H 0.735 1.865 1.656
C -2.968 9.774 4.300
C -2.900 -3.604 2.079
C -2.816 1.466 0.868
H 2.446 -0.515 5.353
H 1.457 -5.002 0.409
H -2.596 -0.121 4.463
O -5.083 0.269 -5.444
C -7.034 3.319 -0.629
H 5.869 0.529 6.329
H -6.196 -0.324 0.829
H 1.732 6.481 -3.876
C 1.238 -5.746 -2.553
H 4.589 -3.395 -2.942
H 4.491 -0.756 1.996
H -2.555 -7.782 -2.748
H 11.182 2.944 -1.475
H -3.090 -3.445 1.017
H -3.081 12.069 5.330
C 0.111 6.500 3.372
H 1.917 -3.613 -2.417
H -1.853 -3.726 2.303
H -2.412 4.558 2.967
H 1.808 1.651 -2.848
O -0.936 3.313 -5.222
C -6.155 0.165 -4.489
H 2.025 4.016 2.767
H -5.368 -3.915 -1.271
C 2.315 -4.653 -2.456
H -3.886 6.141 4.462
C -2.794 6.133 4.425